The following is a quantum chemistry calculation of a structure of composition C52H71GeKN4O6P2, from OMol25.

- charge = -1
- energy above the lowest of the compared OMol25 structures with the same formula, charge and spin (kJ/mol) = 65.72
- HOMO-LUMO gap (spin up / spin down) (eV) = 4.69 / 4.23
- spin multiplicity = 2
- electronic energy (Ha) = -6054.28625
- ⟨S²⟩ = 0.7537
- HOMO (spin up / spin down) (eV) = -2.9 / -2.9
- LUMO (spin up / spin down) (Ha) = 0.0652 / 0.0483

Geometry (Å):
Ge (0.789, -1.354, -2.766)
K (0.120, -0.922, 0.838)
P (-0.807, 2.501, -0.367)
P (-3.032, 0.470, -0.633)
O (-0.339, 1.543, 0.639)
O (0.337, 2.993, -1.324)
O (-4.183, 0.077, -1.659)
O (-3.738, 1.185, 0.585)
O (-1.459, 3.823, 0.235)
O (-2.257, -0.733, -0.308)
N (0.854, -3.601, 0.842)
N (2.799, -1.588, 0.765)
N (-0.601, -1.456, 3.474)
N (1.419, 0.232, 2.962)
C (1.580, 2.321, -4.842)
C (0.969, 1.363, 5.074)
C (-2.791, 4.828, 1.934)
C (0.802, 1.368, 6.444)
C (-3.305, 0.598, 2.908)
C (-4.454, 1.276, -3.753)
C (3.139, -3.030, -2.349)
C (-2.295, -2.942, 2.516)
C (-0.348, 4.320, 2.356)
C (3.752, -0.502, 0.936)
C (3.594, -3.515, -5.048)
C (4.948, -5.335, 1.630)
C (2.446, 1.144, 2.542)
C (-1.637, 3.879, 1.696)
C (0.250, -1.603, 5.741)
C (0.883, 0.273, 4.134)
C (-2.090, 1.791, -1.423)
C (3.063, -2.752, 1.267)
C (4.988, -4.103, 2.294)
C (4.178, -3.005, 2.155)
C (2.122, -3.883, 0.917)
C (3.904, -5.748, 0.816)
C (1.699, 1.224, -3.950)
C (2.309, -2.446, -3.302)
C (0.406, 2.454, -5.627)
C (-0.863, -2.391, -2.965)
C (0.985, 5.336, -1.166)
C (0.602, 0.314, 7.336)
C (4.412, -4.101, -4.087)
C (3.710, 3.180, -4.085)
C (-1.199, -2.768, 3.577)
C (-2.300, -4.280, 1.764)
C (2.845, 1.152, -3.115)
C (-5.657, 2.058, -1.656)
C (0.452, -1.029, 6.975)
C (0.071, -0.966, 4.456)
C (-4.195, 0.347, 1.714)
C (3.721, 0.355, 2.216)
C (-1.521, -4.317, 0.436)
C (-0.605, 1.545, -5.521)
C (2.548, -2.692, -4.656)
C (0.486, 4.227, -2.073)
C (0.658, 0.244, -3.896)
C (-0.474, 0.435, -4.655)
C (-0.779, 4.588, -2.831)
C (4.184, -3.860, -2.740)
C (2.681, -5.153, 0.545)
C (2.621, 3.282, -4.901)
C (3.819, 2.107, -3.173)
C (-5.093, 0.879, -2.432)
C (-5.646, 0.700, 1.954)
C (-0.034, -4.680, 0.460)
H (4.542, 1.075, 2.106)
H (2.967, -2.830, -1.299)
H (-3.271, -2.798, 2.994)
H (4.781, -0.886, 0.843)
H (-1.618, -2.975, 4.572)
H (5.805, -3.974, 3.000)
H (2.113, 1.687, 1.645)
H (-2.255, 0.413, 2.677)
H (-1.653, -3.361, -0.084)
H (-4.104, -0.697, 1.411)
H (2.029, -5.764, -0.066)
H (-2.739, 2.583, -1.790)
H (1.225, 2.322, 4.636)
H (2.934, 0.336, -2.407)
H (4.455, -2.155, 2.764)
H (0.323, 3.299, -6.301)
H (-6.015, 0.158, 2.825)
H (-3.572, -0.093, 3.709)
H (0.906, 2.349, 6.904)
H (0.462, -1.737, 7.802)
H (-6.266, 0.439, 1.095)
H (-0.740, -3.332, -2.429)
H (-0.056, 5.308, 1.994)
H (-1.034, -2.623, -4.021)
H (4.493, 3.927, -4.130)
H (-6.414, 2.555, -2.265)
H (4.030, -6.725, 0.354)
H (-1.505, 1.660, -6.115)
H (-4.889, 2.791, -1.406)
H (0.151, -2.681, 5.733)
H (-1.602, 1.324, -2.287)
H (-3.340, -4.529, 1.529)
H (-1.583, 4.851, -2.141)
H (-2.540, 5.828, 1.574)
H (-1.275, -0.295, -4.614)
H (-1.899, 2.878, 2.032)
H (0.108, -5.564, 1.103)
H (-3.687, 2.040, -3.624)
H (1.872, 5.005, -0.626)
H (-6.118, 1.725, -0.728)
H (1.266, 3.975, -2.790)
H (1.248, 6.209, -1.765)
H (0.214, -5.021, -0.560)
H (-0.582, 5.448, -3.472)
H (-5.215, 1.672, -4.427)
H (3.773, -3.701, -6.100)
H (-2.198, -2.135, 1.788)
H (0.218, 5.620, -0.449)
H (0.447, 3.599, 2.168)
H (0.620, 0.548, 8.395)
H (-0.496, 4.370, 3.436)
H (-5.913, 0.190, -2.645)
H (-1.943, -5.083, 2.420)
H (2.716, 1.896, 3.299)
H (-1.726, -1.868, -2.553)
H (-2.000, -5.074, -0.194)
H (5.227, -4.746, -4.391)
H (-4.000, 0.401, -4.220)
H (5.768, -6.025, 1.792)
H (1.918, -2.237, -5.414)
H (4.676, 2.041, -2.516)
H (-1.089, 3.759, -3.469)
H (4.806, -4.317, -1.980)
H (-0.412, -3.516, 3.406)
H (3.598, 0.185, 0.094)
H (-3.437, 1.618, 3.278)
H (-3.001, 4.888, 3.003)
H (3.956, -0.254, 3.092)
H (-5.740, 1.771, 2.147)
H (-3.689, 4.484, 1.420)
H (2.527, 4.111, -5.594)

Here are the Mulliken charges for atoms 1 to 6, given in e: Ge 1.258; K 1.314; P -0.621; P 0.082; O 0.327; O 0.153